(1)
{
  "formula": "C11H14N2OPTc",
  "method": "ωB97M-V/def2-TZVPD",
  "total_charge": 1,
  "homo_ev": [-10.174, -11.563],
  "homo_lumo_gap_ev": [6.18, 6.81],
  "lumo_energy_ev": [-4.0, -4.8],
  "s2": 3.795,
  "spin_multiplicity": 4,
  "relative_energy_ev": 2.4115,
  "mol_weight_g_mol": 319.220,
  "species": ["H", "N", "C", "H", "C", "C", "C", "H", "H", "H", "H", "N", "C", "Tc", "H", "H", "C", "P", "C", "H", "C", "H", "H", "H", "O", "H", "H", "C", "C", "C"],
  "positions_angstrom": [[0.541, -2.221, 7.413], [-0.638, -0.490, 1.774], [-1.484, -0.107, 3.981], [-1.340, -1.588, -3.498], [0.985, 0.094, -1.605], [-0.481, -0.917, 4.538], [-1.597, 0.030, 2.614], [1.331, -1.329, 1.693], [1.137, -2.369, -0.012], [1.258, -2.188, 3.928], [1.206, -2.302, 5.836], [0.437, -2.048, 6.425], [-0.507, -1.150, 6.012], [-0.571, -0.048, -0.274], [-0.266, 0.759, -3.370], [1.846, 0.801, -1.632], [-0.676, -1.268, -2.682], [0.215, 1.915, 0.456], [0.594, -1.636, -0.648], [-0.856, -3.135, -1.462], [-0.347, -2.146, -1.619], [0.563, 2.964, -0.411], [-2.408, 0.634, 2.191], [-2.213, 0.347, 4.637], [-1.311, -0.624, 6.777], [-0.673, 2.744, 1.227], [1.382, 1.891, 1.274], [0.446, -1.117, 2.316], [-0.004, -0.015, -2.628], [0.466, -1.479, 3.662]],
  "atomic_forces_ev_per_a": [[-0.1, 0.1, -0.1], [-0.2, 0.4, 1.4], [0.1, -0.4, 0.2], [0.1, 0.5, 0.6], [0.0, -1.0, 0.3], [-0.2, 0.0, -1.3], [1.0, -0.4, -0.2], [-1.0, 0.0, 0.2], [0.0, 1.0, -0.6], [-0.3, 0.6, 0.2], [0.0, -0.1, 0.1], [-0.3, 0.3, 0.2], [0.0, -0.3, 1.8], [0.0, -1.1, -1.6], [0.6, -0.4, 0.5], [-0.6, -1.0, 0.2], [-0.4, -0.4, 0.4], [-0.4, 3.0, 0.7], [0.4, -0.7, -2.5], [0.8, 1.0, -0.4], [-0.1, 0.1, 1.1], [0.2, -0.2, -0.1], [0.4, -0.5, -0.1], [0.0, 0.0, 0.1], [0.8, -0.5, -1.4], [0.6, -0.4, 0.1], [-0.4, -0.1, -0.2], [-0.9, 0.0, 0.4], [-0.2, -0.2, 0.3], [0.0, 0.4, -0.2]],
  "lowdin_spin": [0.00, 0.04, 0.00, 0.01, 0.16, 0.02, 0.04, 0.00, 0.02, 0.00, 0.00, 0.00, 0.00, 2.24, 0.00, 0.01, 0.14, 0.12, 0.15, 0.00, -0.01, 0.00, 0.01, 0.00, 0.00, 0.02, 0.01, 0.02, -0.01, 0.00]
}

---

(2)
{
  "formula": "C11H14N2S2",
  "method": "ωB97M-V/def2-TZVPD",
  "total_charge": 0,
  "homo_ev": -7.835,
  "homo_lumo_gap_ev": 8.13,
  "lumo_energy_ev": 0.3,
  "relative_energy_ev": 1.9586,
  "mol_weight_g_mol": 238.381,
  "smiles": "C=C(C)SC(=S)N(C)Nc1ccccc1",
  "species": ["C", "C", "H", "C", "H", "H", "H", "H", "H", "C", "H", "S", "H", "N", "S", "C", "H", "H", "H", "C", "N", "C", "C", "C", "C", "C", "H", "H", "H"],
  "positions_angstrom": [[-2.500, -0.355, 0.624], [0.758, 2.198, 1.605], [2.375, -3.243, -1.904], [3.314, -1.214, 0.756], [-4.948, 0.526, -1.493], [0.062, -0.716, 0.880], [-3.004, 2.156, -2.333], [3.937, -1.881, 1.380], [-2.155, -1.035, 1.290], [-1.705, 1.454, -0.788], [-0.829, 1.992, -0.994], [1.553, -0.598, -1.339], [1.207, -3.319, -0.744], [-0.147, 0.217, 0.602], [2.946, 2.037, -0.816], [-2.943, 1.476, -1.411], [0.529, 1.760, 2.501], [3.406, -0.188, 0.851], [1.683, 2.616, 1.632], [2.574, -1.718, -0.239], [0.797, 1.197, 0.510], [1.733, 0.980, -0.410], [-3.946, 0.579, -1.016], [-1.457, 0.450, 0.183], [2.208, -3.108, -0.758], [-3.723, -0.319, -0.001], [2.763, -3.847, -0.154], [0.080, 2.886, 1.271], [-4.568, -0.984, 0.314]],
  "atomic_forces_ev_per_a": [[0.8, 1.4, -1.8], [0.4, -1.7, -3.0], [0.5, 0.4, 2.0], [0.0, -3.2, -0.7], [1.0, 0.4, 0.1], [0.7, -0.2, 0.3], [-0.5, -1.0, 1.6], [-0.5, 0.4, -0.3], [0.1, -2.4, 2.3], [-0.6, -2.1, 1.4], [0.6, 1.2, -1.1], [1.2, 0.2, 0.8], [-2.7, -0.2, 0.8], [-2.3, 0.2, 1.1], [-0.5, -0.4, 0.4], [0.4, 1.0, -1.5], [-0.8, -1.3, 2.0], [0.3, 1.8, 0.4], [2.7, 1.4, 0.2], [-1.7, 1.0, -1.2], [-0.3, -1.6, 0.9], [1.3, 0.7, -1.4], [-1.0, 0.5, -1.0], [-0.4, 1.2, -1.1], [3.6, 0.1, -0.9], [-1.2, -0.6, 0.7], [-0.2, 0.0, -0.6], [-1.9, 2.1, -0.2], [1.0, 0.6, -0.3]],
  "nbo_charge": [-0.28, -0.39, 0.24, -0.46, 0.22, 0.40, 0.22, 0.22, 0.20, -0.28, 0.22, 0.20, 0.23, -0.46, -0.11, -0.18, 0.21, 0.22, 0.23, -0.06, -0.27, -0.04, -0.26, 0.19, -0.67, -0.18, 0.23, 0.21, 0.22]
}

---

(3)
{
  "formula": "C11H14N2Si",
  "method": "ωB97M-V/def2-TZVPD",
  "total_charge": 0,
  "homo_ev": [-5.406, -9.168],
  "homo_lumo_gap_ev": [6.13, 8.37],
  "lumo_energy_ev": [0.7, -0.8],
  "s2": 2.005,
  "spin_multiplicity": 3,
  "mol_weight_g_mol": 202.333,
  "species": ["C", "H", "H", "H", "H", "H", "C", "C", "H", "C", "C", "H", "C", "C", "N", "H", "H", "N", "C", "C", "H", "H", "H", "Si", "H", "H", "C", "C"],
  "positions_angstrom": [[-1.894, -1.660, -0.473], [3.874, -0.459, 0.286], [-3.748, -2.083, -0.022], [1.484, 2.534, 0.512], [-2.345, 3.478, -0.817], [1.346, -3.368, -1.814], [0.511, 2.195, 0.209], [-1.587, 1.418, -1.421], [1.191, -1.045, 3.132], [-0.906, -0.962, -1.392], [3.305, 0.000, 1.049], [0.053, -1.864, 1.913], [-1.571, 2.667, -0.745], [0.326, -1.771, -1.439], [-3.075, -1.734, -0.790], [-1.404, -2.127, 0.452], [-2.459, 1.137, -2.117], [0.510, -2.780, -2.120], [0.463, -0.980, 2.310], [-0.697, 0.471, -0.997], [3.447, -0.580, 2.030], [-0.434, 4.186, 0.290], [3.776, 0.994, 1.178], [1.491, -0.325, 0.833], [-1.234, -0.977, -2.448], [-0.318, -0.296, 2.625], [-0.509, 3.117, -0.006], [0.404, 0.812, -0.219]],
  "atomic_forces_ev_per_a": [[2.9, -0.6, 1.3], [0.5, -0.8, -0.8], [1.7, 0.2, -1.5], [0.2, 0.1, 0.8], [0.3, -1.4, -0.7], [-1.0, 0.9, -0.8], [0.2, -1.1, -1.3], [-2.7, 1.4, 0.4], [-0.4, -0.7, -0.1], [-0.1, 0.0, -1.3], [0.0, 0.6, 2.5], [-0.4, -1.4, 0.3], [-1.6, 1.1, -1.4], [0.0, -0.7, -0.3], [-4.1, -0.1, 0.9], [-0.8, 0.8, -0.9], [1.5, 0.5, 1.2], [1.3, -1.1, 0.8], [1.5, 2.2, -0.1], [1.1, -0.9, 0.2], [0.3, 0.7, -1.3], [-0.1, -1.1, 0.0], [-0.6, -0.2, 0.1], [-0.5, -0.5, -0.4], [-0.6, -0.1, 0.5], [-0.2, 0.1, 0.0], [1.3, -0.3, 0.3], [0.3, 2.3, 1.5]],
  "lowdin_spin": [0.01, 0.02, 0.00, 0.00, 0.00, 0.05, 0.02, 0.01, 0.00, 0.11, 0.13, 0.02, 0.00, 0.58, 0.01, 0.00, 0.00, 0.24, 0.10, 0.01, 0.00, 0.00, 0.02, 0.55, 0.02, 0.01, 0.01, 0.08]
}

---

(4)
{
  "formula": "C11H14N3",
  "method": "ωB97M-V/def2-TZVPD",
  "total_charge": 1,
  "homo_ev": -11.561,
  "homo_lumo_gap_ev": 8.63,
  "lumo_energy_ev": -2.9,
  "relative_energy_ev": 2.9445,
  "mol_weight_g_mol": 188.254,
  "smiles": "C[N@@H+]1CN2C(=N1)CCc1ccccc12",
  "species": ["H", "H", "H", "C", "C", "H", "C", "C", "C", "C", "N", "H", "C", "C", "C", "H", "H", "H", "H", "N", "C", "H", "H", "H", "H", "C", "N", "H"],
  "positions_angstrom": [[-3.684, 1.470, -1.428], [-0.691, -3.174, -0.352], [1.125, 2.566, 0.031], [-1.405, 1.223, 0.508], [1.048, 0.425, 0.328], [-3.206, 0.186, 1.151], [1.724, 1.654, 0.111], [3.751, 0.477, -0.278], [-0.135, -2.184, -0.500], [3.062, -0.692, -0.182], [-0.366, 0.323, 0.638], [3.549, -1.714, -0.131], [-1.115, -1.157, -0.110], [3.053, 1.705, -0.143], [1.019, -2.039, 0.508], [-4.466, -0.061, -0.601], [-1.485, 1.630, 1.530], [-4.337, 1.700, 0.066], [1.796, -2.778, 0.253], [-2.742, 0.329, 0.314], [1.726, -0.749, 0.225], [0.821, -2.267, 1.489], [-1.328, 1.985, -0.248], [4.801, 0.524, -0.559], [0.342, -2.045, -1.559], [-3.903, 0.913, -0.481], [-2.315, -0.933, -0.191], [3.360, 2.682, -0.388]],
  "atomic_forces_ev_per_a": [[0.6, -1.4, 0.5], [1.0, 1.1, -0.7], [0.2, -0.2, 0.3], [-0.8, 0.4, 2.1], [-1.4, 1.8, -0.3], [-0.5, -0.7, 2.7], [-2.5, -0.4, 0.1], [0.6, 1.8, -0.7], [-0.4, -1.3, 0.1], [0.4, -2.5, 1.6], [0.2, -5.1, -1.8], [-0.1, 1.5, -0.6], [3.6, 4.3, 0.7], [-0.2, -1.8, -0.4], [2.4, -0.5, -3.4], [-0.2, 1.8, -0.3], [-0.8, 0.7, -0.6], [-0.9, 0.4, 1.4], [-0.5, -0.2, -0.1], [2.9, 2.1, -2.8], [0.1, 0.0, 0.5], [-1.1, 0.1, 2.4], [-0.3, 0.2, -0.7], [-0.2, -0.3, 0.2], [-1.5, -0.2, 1.8], [0.6, -1.6, -1.7], [-2.4, -0.8, -0.4], [1.3, 0.7, -0.1]],
  "nbo_charge": [0.25, 0.28, 0.21, -0.04, 0.15, 0.42, -0.23, -0.21, -0.51, -0.17, -0.49, 0.22, 0.56, -0.18, -0.41, 0.26, 0.23, 0.24, 0.24, -0.19, -0.07, 0.24, 0.20, 0.24, 0.30, -0.43, -0.31, 0.23]
}